<a>
Entry from the OMol25 dataset: C5H14N2O as an isolated structure (ωB97M-V/def2-TZVPD).

- HOMO-LUMO gap (alpha / beta): 7.5 / 7.5 eV
- Lowest unoccupied orbital energy (alpha / beta): 0.27 / 0.27 eV

The geometry in ORCA input format:
```
! wB97M-V def2-TZVPD RIJCOSX def2/J DEFGRID3
* xyz 0 1
C 0.530 1.211 -0.080
C -1.826 0.304 -0.269
C 1.167 0.226 -0.824
C 0.181 2.571 -0.610
C 0.462 -2.326 1.341
N -1.688 -0.958 -0.467
N 0.465 -2.393 -0.109
O 0.648 1.119 1.279
H 0.228 1.876 1.705
H -1.683 -1.199 -1.458
H -0.274 -3.035 -0.389
H -2.017 1.024 -1.067
H -1.915 0.642 0.759
H 0.574 -1.164 -0.553
H 2.059 -0.199 -0.378
H 1.315 0.448 -1.873
H -0.736 2.953 -0.153
H 0.984 3.276 -0.369
H 0.066 2.551 -1.690
H -0.534 -2.262 1.798
H 1.034 -1.454 1.661
H 0.961 -3.213 1.745
*
```

Here are the Löwdin charges for atoms 1 to 8, given in e: atom 1 (C): -0.459, atom 2 (C): -0.158, atom 3 (C): -0.045, atom 4 (C): -0.045, atom 5 (C): -0.250, atom 6 (N): 0.021, atom 7 (N): -0.136, atom 8 (O): 0.037

<b>
Entry from the OMol25 dataset: an isolated molecule of C5H14N2O (ωB97M-V/def2-TZVPD).

- HOMO-LUMO gap: 9.6 eV
- Lowest unoccupied orbital energy: 1.06 eV

The geometry in ORCA input format:
```
! wB97M-V def2-TZVPD RIJCOSX def2/J DEFGRID3
* xyz 0 1
C -1.117 -0.623 -0.257
N -0.484 0.282 0.771
C 0.454 -0.099 1.777
C 1.761 -0.691 1.246
C 2.187 0.088 -0.106
O 1.777 -0.531 -1.314
C -1.524 0.277 -1.559
N -2.798 0.871 -1.162
H -2.085 -1.019 0.144
H -0.423 -1.304 -0.677
H -1.109 0.936 0.951
H 0.871 0.906 2.243
H 0.132 -0.706 2.738
H 2.620 -0.561 1.987
H 1.578 -1.727 1.056
H 3.203 0.353 -0.183
H 1.510 1.015 -0.050
H 1.539 -1.420 -1.231
H -1.497 -0.200 -2.450
H -0.816 1.144 -1.692
H -2.518 1.588 -0.383
H -3.261 1.420 -1.849
*
```

Here are the Löwdin charges for atoms 1 to 8, given in e: atom 1 (C): -0.133, atom 2 (N): -0.076, atom 3 (C): -0.279, atom 4 (C): -0.168, atom 5 (C): -0.224, atom 6 (O): -0.074, atom 7 (C): -0.242, atom 8 (N): -0.047

<c>
Entry from the OMol25 dataset: an isolated molecule of C5H14N2O (ωB97M-V/def2-TZVPD).

- HOMO-LUMO gap: 9.4 eV
- Lowest unoccupied orbital energy: 0.89 eV

The geometry in ORCA input format:
```
! wB97M-V def2-TZVPD RIJCOSX def2/J DEFGRID3
* xyz 0 1
N 1.690 2.273 1.141
C 2.238 1.298 0.227
C 1.554 -0.090 0.235
N 0.383 -0.159 -0.609
C -2.030 0.310 -0.641
C -0.917 -0.474 0.034
C -1.108 -2.030 0.021
O -2.159 -2.499 -0.821
H 0.720 2.510 0.956
H 1.696 1.934 2.093
H 3.300 1.168 0.440
H 2.155 1.692 -0.781
H 2.266 -0.879 -0.012
H 1.288 -0.306 1.274
H 0.312 0.633 -1.227
H -2.444 1.072 0.034
H -2.887 -0.285 -0.954
H -1.609 0.874 -1.457
H -0.791 -0.189 1.072
H -0.164 -2.440 -0.337
H -1.435 -2.342 1.004
H -2.059 -2.070 -1.690
*
```

Here are the Löwdin charges for atoms 1 to 8, given in e: atom 1 (N): -0.010, atom 2 (C): -0.277, atom 3 (C): -0.237, atom 4 (N): -0.059, atom 5 (C): -0.042, atom 6 (C): -0.355, atom 7 (C): -0.198, atom 8 (O): -0.094

<d>
Entry from the OMol25 dataset: a 2-piece molecular cluster, C5H14N2O overall (ωB97M-V/def2-TZVPD).

- HOMO-LUMO gap: 10.4 eV
- Lowest unoccupied orbital energy: 0.94 eV

The geometry in ORCA input format:
```
! wB97M-V def2-TZVPD RIJCOSX def2/J DEFGRID3
* xyz 0 1
C 0.973 -0.843 2.290
O 1.188 -1.069 3.690
C -0.054 -1.809 1.802
C -1.142 -1.442 1.148
H 1.917 -1.021 1.759
H 0.663 0.186 2.093
H 1.976 -0.581 3.948
H 0.240 -2.853 1.879
H -1.818 -2.166 0.711
H -1.361 -0.400 0.961
N 0.240 0.638 -3.838
C -0.320 0.514 -2.489
C -0.158 1.820 -1.727
N -0.786 1.673 -0.399
H -0.385 1.212 -4.396
H 0.233 -0.265 -4.299
H 0.197 -0.273 -1.945
H -1.387 0.257 -2.492
H 0.908 1.975 -1.558
H -0.529 2.666 -2.312
H -0.480 2.453 0.181
H -1.787 1.823 -0.498
*
```

Here are the Löwdin charges for atoms 1 to 8, given in e: atom 1 (C): -0.278, atom 2 (O): -0.079, atom 3 (C): -0.171, atom 4 (C): 0.004, atom 5 (H): 0.115, atom 6 (H): 0.105, atom 7 (H): 0.076, atom 8 (H): 0.102

Most stable: <c> (next structure +0.0114 hartree)

<a>
Entry from the OMol25 dataset: a 2-piece molecular cluster, C5H14N2O overall (ωB97M-V/def2-TZVPD).

- HOMO-LUMO gap: 6.1 eV
- Lowest unoccupied orbital energy: -2.84 eV

The geometry in ORCA input format:
```
! wB97M-V def2-TZVPD RIJCOSX def2/J DEFGRID3
* xyz 0 1
C 0.839 0.460 -2.312
C 0.256 -0.050 -1.002
C -1.039 0.702 -0.606
C -0.546 1.909 0.150
O 0.224 1.483 1.159
N 0.205 -1.425 -0.990
C -0.310 -2.011 0.208
N 0.250 -1.540 1.507
H 0.187 0.209 -3.157
H 0.979 1.541 -2.319
H 1.814 0.011 -2.481
H 0.913 0.260 -0.118
H -1.730 0.858 -1.436
H -1.574 0.052 0.089
H -1.447 2.475 0.475
H 0.020 2.570 -0.539
H 0.071 -0.541 1.636
H -1.389 -1.922 0.375
H -0.173 -3.093 0.170
H 0.631 0.169 3.645
H 0.565 -0.429 4.105
H 1.252 -1.686 1.441
*
```

Here are the Löwdin charges for atoms 1 to 8, given in e: atom 1 (C): -0.040, atom 2 (C): -0.444, atom 3 (C): -0.115, atom 4 (C): -0.411, atom 5 (O): -0.175, atom 6 (N): 0.190, atom 7 (C): -0.303, atom 8 (N): 0.033

<b>
Entry from the OMol25 dataset: a 2-piece molecular cluster, C5H14N2O overall (ωB97M-V/def2-TZVPD).

- HOMO-LUMO gap: 7.7 eV
- Lowest unoccupied orbital energy: 0.90 eV

The geometry in ORCA input format:
```
! wB97M-V def2-TZVPD RIJCOSX def2/J DEFGRID3
* xyz 0 1
C -2.105 1.086 -0.391
C -2.260 -1.389 0.023
C 1.677 1.349 -0.288
C 2.560 -0.816 0.368
C -1.546 -0.242 -0.721
N 0.497 0.144 1.293
N 1.298 -0.038 0.162
O -0.517 -0.453 -1.369
H -1.486 1.986 -0.799
H -2.206 1.112 0.694
H -3.149 1.191 -0.685
H -2.985 -1.780 -0.623
H -2.723 -1.043 0.928
H -1.493 -2.228 0.195
H 0.685 1.809 -0.758
H 1.837 1.948 0.627
H 2.471 1.442 -0.967
H 3.037 -0.210 1.137
H 2.440 -1.802 0.691
H 3.083 -0.706 -0.598
H 0.313 -0.836 1.619
H 0.573 -0.525 -0.539
*
```

Here are the Löwdin charges for atoms 1 to 8, given in e: atom 1 (C): -0.048, atom 2 (C): -0.020, atom 3 (C): -0.047, atom 4 (C): -0.029, atom 5 (C): -0.451, atom 6 (N): -0.073, atom 7 (N): -0.411, atom 8 (O): -0.011

<c>
Entry from the OMol25 dataset: C5H14N2O as an isolated structure (ωB97M-V/def2-TZVPD).

- HOMO-LUMO gap: 8.1 eV
- Lowest unoccupied orbital energy: 0.82 eV

The geometry in ORCA input format:
```
! wB97M-V def2-TZVPD RIJCOSX def2/J DEFGRID3
* xyz 0 1
C 0.218 -0.456 -0.249
C 0.110 0.405 0.865
C -1.912 0.308 0.571
C 0.111 0.082 -1.653
C -0.033 -1.931 -0.067
N 0.387 1.777 0.834
N 2.288 -0.275 0.265
O -2.319 1.623 0.433
H -1.644 2.181 0.866
H 0.206 -0.041 1.847
H 0.671 2.118 -0.076
H 1.111 2.003 1.507
H 2.726 0.121 -0.569
H 2.616 -1.242 0.288
H -2.368 -0.263 -0.234
H -2.167 -0.142 1.533
H 0.744 -2.495 -0.585
H -0.884 0.493 -1.848
H 0.830 0.887 -1.823
H 0.314 -0.700 -2.387
H -0.018 -2.223 0.985
H -0.989 -2.231 -0.504
*
```

Here are the Löwdin charges for atoms 1 to 8, given in e: atom 1 (C): -0.388, atom 2 (C): -0.299, atom 3 (C): -0.164, atom 4 (C): -0.040, atom 5 (C): -0.054, atom 6 (N): 0.068, atom 7 (N): -0.032, atom 8 (O): -0.101

Most stable: <b> (next structure +0.0031 hartree)

<a>
Entry from the OMol25 dataset: a 2-piece molecular cluster, C4H10O3 overall (ωB97M-V/def2-TZVPD).

- HOMO-LUMO gap: 10.6 eV
- Lowest unoccupied orbital energy: 0.65 eV

The geometry in ORCA input format:
```
! wB97M-V def2-TZVPD RIJCOSX def2/J DEFGRID3
* xyz 0 1
O 0.862 -1.593 0.367
O 1.094 0.123 1.812
C 1.242 -1.285 1.682
C -0.505 -1.339 0.043
C -0.297 0.565 1.586
C -0.712 0.153 0.170
H 0.766 -1.910 2.462
H 2.322 -1.527 1.669
H -0.662 -1.703 -0.991
H -1.263 -1.824 0.689
H -0.954 0.238 2.415
H -0.267 1.672 1.598
H -0.040 0.796 -0.431
H -1.753 0.464 -0.041
O -0.056 2.775 -4.324
H 0.013 2.132 -3.583
H 0.210 2.264 -5.122
*
```

Here are the Löwdin charges for atoms 1 to 8, given in e: atom 1 (O): -0.117, atom 2 (O): -0.118, atom 3 (C): -0.236, atom 4 (C): -0.206, atom 5 (C): -0.175, atom 6 (C): -0.172, atom 7 (H): 0.137, atom 8 (H): 0.140

<b>
Entry from the OMol25 dataset: a 2-piece molecular cluster, C4H10O3 overall (ωB97M-V/def2-TZVPD).

- HOMO-LUMO gap: 10.2 eV
- Lowest unoccupied orbital energy: 0.94 eV

The geometry in ORCA input format:
```
! wB97M-V def2-TZVPD RIJCOSX def2/J DEFGRID3
* xyz 0 1
O -1.577 -1.346 6.290
H -2.461 -1.729 6.490
H -1.761 -0.408 6.056
O 1.800 0.621 -1.346
O -0.868 -0.115 -1.272
C 1.298 -0.453 -0.542
C 0.141 -1.111 -1.215
C 0.738 1.627 -1.533
C -0.509 0.934 -2.144
H 2.131 -1.177 -0.458
H 0.997 -0.165 0.484
H -0.175 -1.979 -0.606
H 0.306 -1.468 -2.250
H 1.162 2.487 -2.086
H 0.440 1.986 -0.529
H -0.326 0.627 -3.192
H -1.336 1.670 -2.148
*
```

Here are the Löwdin charges for atoms 1 to 8, given in e: atom 1 (O): -0.091, atom 2 (H): 0.046, atom 3 (H): 0.046, atom 4 (O): -0.145, atom 5 (O): -0.145, atom 6 (C): -0.210, atom 7 (C): -0.199, atom 8 (C): -0.142

Most stable: <a> (next structure +0.0028 hartree)

<a>
Entry from the OMol25 dataset: a 2-piece molecular cluster, C4H10O3 overall (ωB97M-V/def2-TZVPD).

- HOMO-LUMO gap: 10.5 eV
- Lowest unoccupied orbital energy: 0.57 eV

The geometry in ORCA input format:
```
! wB97M-V def2-TZVPD RIJCOSX def2/J DEFGRID3
* xyz 0 1
O -1.175 -1.505 2.351
C -0.264 -0.776 2.051
C -0.301 0.167 0.880
C -1.235 -0.313 -0.209
C -0.886 0.244 -1.570
O -0.152 1.463 -1.390
H 0.663 -0.808 2.643
H -0.687 1.105 1.313
H 0.719 0.456 0.623
H -1.273 -1.401 -0.267
H -2.239 0.034 0.077
H -1.750 0.442 -2.194
H -0.258 -0.455 -2.125
H -0.103 1.884 -2.253
H 3.111 -0.440 0.765
H 2.569 0.242 -0.516
O 3.261 -0.337 -0.177
*
```

Here are the Löwdin charges for atoms 1 to 8, given in e: atom 1 (O): 0.053, atom 2 (C): -0.262, atom 3 (C): -0.169, atom 4 (C): -0.173, atom 5 (C): -0.248, atom 6 (O): -0.088, atom 7 (H): 0.116, atom 8 (H): 0.138

<b>
Entry from the OMol25 dataset: a 3-piece molecular cluster, C4H10O3 overall (ωB97M-V/def2-TZVPD).

- HOMO-LUMO gap: 9.1 eV
- Lowest unoccupied orbital energy: 0.35 eV

The geometry in ORCA input format:
```
! wB97M-V def2-TZVPD RIJCOSX def2/J DEFGRID3
* xyz 0 1
C -2.745 -0.241 1.160
C -1.712 -0.011 0.332
O -0.852 1.017 0.664
C -1.106 -0.982 -0.619
C 0.205 -1.234 -0.597
H -3.315 0.457 1.748
H -3.249 -1.177 0.934
H -0.589 1.545 -0.092
H -1.661 -1.423 -1.438
H 0.849 -1.297 0.274
H 0.644 -1.811 -1.416
H 1.714 2.320 -1.147
H 1.373 1.054 -1.801
O 0.945 1.785 -1.369
H 2.839 0.215 0.472
H 3.113 -0.096 1.883
O 3.548 -0.121 1.012
*
```

Here are the Löwdin charges for atoms 1 to 8, given in e: atom 1 (C): 0.068, atom 2 (C): -0.404, atom 3 (O): -0.005, atom 4 (C): -0.108, atom 5 (C): -0.001, atom 6 (H): 0.059, atom 7 (H): 0.058, atom 8 (H): 0.057

Most stable: <a> (next structure +0.0457 hartree)